Entry 1:
119
Properties=species:S:1:pos:R:3:forces:R:3 method="wB97M-V/def2-TZVPD" homo_ev=-10.3 lumo_energy_ev=-3.99 multiplicity=1 charge=+1
C -2.5389 -0.0215 1.2226 0.1 -0.1 0.0
C -1.5517 -1.3716 1.2177 -0.1 1.7 0.0
C -0.9775 -1.5782 2.7388 -0.7 1.8 0.0
O -1.2568 -2.8889 3.3431 1.6 -0.2 -2.1
C -0.8147 -4.0074 2.4979 0.2 -1.0 0.2
C 0.7201 -3.8428 1.8980 3.5 0.2 -1.6
C 1.9780 -3.3764 2.8192 1.3 -0.3 -2.7
C 3.4900 -3.2273 2.2056 -3.9 -1.4 -2.6
C 4.8299 -2.7277 3.0100 -0.3 -0.9 0.1
Cl 4.9111 -0.8547 2.7696 -0.1 -1.8 0.2
C 4.7471 -3.1686 4.5905 -0.1 0.1 0.7
C 3.9898 -2.0848 5.5657 -0.4 -0.9 1.0
C 3.5276 -3.6276 0.5813 -2.1 0.3 3.2
C 4.9181 -3.5441 -0.3304 -1.8 0.1 -1.0
C 4.5583 -2.5085 -1.5916 -0.8 2.4 -2.4
C 3.6135 -1.1836 -1.2381 0.6 0.2 -3.5
C 3.1280 -0.0804 -2.3863 3.0 -4.5 -0.9
C 3.6360 -0.3604 -3.9417 0.4 -1.3 3.0
C 3.0948 0.7318 -5.0701 -0.5 -1.2 0.4
C 4.6096 -1.6525 -4.2886 -1.1 0.5 3.0
C 5.1053 -2.7691 -3.1499 -2.9 3.9 1.2
N 2.2163 -4.0504 -0.0131 3.3 0.9 1.3
N 0.9594 -4.1765 0.4754 0.9 1.6 4.7
H -2.9529 0.2299 0.1393 1.0 -0.6 2.3
H -1.8860 0.8900 1.6105 -1.5 -1.8 -0.8
H -3.4800 -0.1633 1.9325 2.1 0.2 -1.4
H -0.6259 -1.0620 0.5383 -2.1 -1.1 1.2
H -2.1711 -2.2672 0.7901 1.5 1.6 0.9
H 0.1657 -1.2560 2.7853 -2.2 -1.1 -0.1
H -1.5432 -0.7756 3.4178 1.2 -2.0 -1.3
H -0.7820 -4.9651 3.2093 -0.1 2.2 -1.5
H -1.6058 -4.2461 1.6366 2.1 0.7 1.6
H 1.7648 -3.1217 3.9558 0.6 -0.6 -2.6
H 5.8493 -3.1272 2.5389 -2.6 0.7 0.8
H 5.8313 -3.3389 5.0541 -2.3 0.4 -1.4
H 4.1587 -4.1926 4.6957 1.3 2.1 -0.6
H 3.2528 -1.3579 5.0204 1.7 -1.2 0.9
H 4.7920 -1.5317 6.2417 -1.9 -0.9 -1.7
H 3.3206 -2.7284 6.3156 1.5 1.4 -1.5
H 5.8192 -3.1657 0.3141 -2.0 -0.7 -1.1
H 5.1171 -4.6367 -0.7603 -0.4 2.4 1.0
H 3.2293 -0.9485 -0.1338 1.1 -0.8 -2.5
H 2.4365 0.8163 -2.0722 1.6 -2.0 -0.8
H 3.8282 1.6384 -5.1998 -1.4 -2.0 0.2
H 2.0303 1.1458 -4.7224 2.5 -0.9 -0.6
H 2.9047 0.1256 -6.0704 0.6 1.5 2.0
H 4.9427 -1.7490 -5.4303 -0.8 0.1 2.9
H 5.8023 -3.6877 -3.4305 -1.7 2.2 0.7
H 2.3025 -4.3106 -1.0456 -0.3 0.3 1.4
C -2.0878 4.5926 -1.8364 0.1 -0.2 0.0
C -1.5086 4.5261 -3.1046 0.3 -0.1 0.3
C -0.1567 4.2046 -3.2405 0.0 0.0 0.1
C 0.6082 3.9460 -2.0947 -0.9 0.2 0.1
C 0.0311 4.0196 -0.8199 -0.1 0.0 0.0
C -1.3212 4.3449 -0.6965 0.2 -0.1 -0.4
N 2.0236 3.5826 -2.2324 1.0 -0.1 -0.2
O 2.5020 3.5465 -3.3759 -0.6 0.0 1.6
O 2.6579 3.3287 -1.1984 -0.8 0.2 -1.4
H -3.1436 4.8382 -1.7358 0.4 -0.2 -0.1
H -2.1123 4.7219 -3.9882 0.2 0.0 0.2
H 0.2797 4.1567 -4.2358 0.1 0.0 0.3
H 0.6143 3.8262 0.0780 0.0 0.0 -0.4
H -1.7791 4.4016 0.2886 0.1 0.0 -0.2
C 6.3394 -10.0078 6.1966 -0.1 0.1 0.0
C 6.9353 -8.8994 6.8005 -0.4 0.1 -0.2
C 6.2477 -7.6863 6.8698 0.0 0.0 0.0
C 4.9561 -7.5951 6.3329 0.5 -0.8 0.0
C 4.3585 -8.7040 5.7192 0.0 0.0 0.0
C 5.0571 -9.9112 5.6533 0.2 0.3 0.2
N 4.2182 -6.3296 6.4253 -0.4 0.9 0.2
O 4.7884 -5.3662 6.9587 -0.9 -1.3 -0.8
O 3.0664 -6.2981 5.9688 1.5 0.2 0.5
H 6.8772 -10.9532 6.1499 -0.1 0.2 0.0
H 7.9355 -8.9821 7.2203 -0.2 0.1 -0.1
H 6.7258 -6.8318 7.3438 -0.3 -0.1 -0.1
H 3.3588 -8.6459 5.2940 0.2 0.2 0.2
H 4.6007 -10.7787 5.1817 0.1 0.2 0.1
C -8.1399 8.0971 -1.0976 0.2 -0.1 0.0
C -7.5607 8.0306 -2.3657 0.2 -0.1 0.3
C -6.2088 7.7091 -2.5017 0.0 0.0 0.1
C -5.4439 7.4505 -1.3559 -0.9 0.2 0.0
C -6.0210 7.5241 -0.0811 0.0 0.0 0.0
C -7.3733 7.8494 0.0424 0.2 -0.1 -0.4
N -4.0285 7.0871 -1.4936 0.9 0.0 -0.1
O -3.5501 7.0510 -2.6371 -0.6 0.1 1.6
O -3.3943 6.8332 -0.4595 -0.8 0.4 -1.4
H -9.1958 8.3426 -0.9970 0.2 0.0 0.0
H -8.1644 8.2264 -3.2493 0.2 0.0 0.2
H -5.7724 7.6612 -3.4969 0.1 0.0 0.3
H -5.4379 7.3307 0.8168 0.0 0.0 -0.4
H -7.8312 7.9061 1.0274 0.2 0.0 -0.2
C -12.7929 12.3054 -1.8616 0.1 0.0 0.0
C -12.2137 12.2388 -3.1298 0.2 -0.1 0.3
C -10.8619 11.9174 -3.2657 0.0 0.0 0.1
C -10.0970 11.6588 -2.1199 -1.0 0.2 0.1
C -10.6740 11.7324 -0.8452 0.0 0.0 -0.1
C -12.0263 12.0577 -0.7217 0.2 0.0 -0.4
N -8.6815 11.2953 -2.2576 1.3 -0.2 -0.1
O -8.2031 11.2593 -3.4011 -0.6 0.0 1.7
O -8.0473 11.0414 -1.2236 -0.9 0.4 -1.5
H -13.8488 12.5509 -1.7610 0.2 0.0 0.0
H -12.8174 12.4347 -4.0134 0.2 0.0 0.2
H -10.4254 11.8695 -4.2610 0.1 0.0 0.3
H -10.0909 11.5390 0.0528 0.0 0.0 -0.4
H -12.4843 12.1144 0.2634 0.2 0.0 -0.2
C 5.4925 -9.5977 -3.6397 -0.1 0.1 0.0
C 4.2171 -9.6631 -4.2029 0.1 0.3 0.2
C 3.3230 -8.6038 -4.0359 0.0 0.0 0.0
C 3.7201 -7.4766 -3.3034 0.6 -0.6 -0.1
C 4.9972 -7.4115 -2.7304 0.0 -0.1 -0.1
C 5.8815 -8.4784 -2.9018 -0.4 0.1 -0.1
N 2.7939 -6.3489 -3.1458 -1.4 0.1 -0.5
O 1.6665 -6.4525 -3.6515 2.0 0.4 1.0
O 3.1935 -5.3565 -2.5200 -0.5 -0.8 -0.3
H 6.1881 -10.4237 -3.7774 -0.2 0.2 0.0
H 3.9206 -10.5395 -4.7753 0.0 0.2 0.1
H 2.3327 -8.6701 -4.4811 0.2 0.2 0.2
H 5.3167 -6.5449 -2.1553 -0.2 -0.2 -0.2
H 6.8762 -8.4361 -2.4635 -0.2 0.0 -0.1

Entry 2:
77
Properties=species:S:1:pos:R:3:forces:R:3 method="wB97M-V/def2-TZVPD" homo_ev=-0.8 lumo_energy_ev=4.31 multiplicity=1 charge=-2 de_lowest_kcal_mol=11.4
Ca -0.2449 -0.1995 -0.3695 -0.1 -0.5 0.1
O -0.0899 4.1176 3.2499 0.0 0.0 0.1
C -0.1482 3.0639 4.0854 0.0 0.0 0.0
C -0.4130 3.2997 5.4367 0.0 0.0 0.0
C -0.4827 2.2437 6.3294 0.0 0.0 0.0
C -0.2907 0.9351 5.8988 0.0 0.0 0.0
C -0.0368 0.6964 4.5571 0.0 0.0 0.0
C 0.0324 1.7429 3.6389 0.0 0.0 -0.1
C 0.2486 1.3912 2.1942 0.1 0.1 0.3
O 0.2822 0.1801 1.8828 -0.1 0.3 -0.2
N 0.4011 2.4423 1.3862 0.1 0.2 -0.2
N 0.6400 2.0598 0.0782 -0.2 -0.2 0.1
C 0.9327 2.9733 -0.7596 0.1 -0.1 0.0
C 1.1992 2.7462 -2.1786 0.0 0.0 0.0
C 1.3799 3.8986 -2.9497 0.0 0.0 0.0
C 1.5714 3.8690 -4.3190 0.0 0.0 0.1
C 1.5813 2.6240 -4.9490 0.0 -0.1 -0.1
C 1.4314 1.4636 -4.2232 0.0 0.0 0.0
C 1.2571 1.4544 -2.8112 0.1 0.1 0.0
O 1.1698 0.3300 -2.1896 0.0 0.1 0.3
H 0.1440 3.7241 2.3449 0.0 0.0 0.0
H -0.5579 4.3238 5.7589 0.0 0.0 0.0
H -0.6936 2.4455 7.3741 0.0 0.0 0.0
H -0.3555 0.1078 6.5935 0.0 0.0 0.0
H 0.0843 -0.3113 4.1717 0.0 0.0 0.0
H 0.9685 4.0146 -0.4190 0.1 0.0 0.0
H 1.3545 4.8560 -2.4362 0.0 0.0 0.0
H 1.7068 4.7838 -4.8823 0.0 0.0 0.0
H 1.7049 2.5649 -6.0263 0.0 0.0 0.0
H 1.4367 0.4939 -4.7080 0.0 0.0 0.0
O -1.3024 -1.9885 -1.1558 0.0 0.1 -0.2
C -1.8042 -2.3200 -2.2706 -0.2 0.2 -0.1
C -2.0390 -3.7014 -2.5634 0.0 0.1 0.0
C -2.5716 -4.1221 -3.7537 0.0 -0.1 0.0
C -2.9225 -3.2018 -4.7485 0.0 0.0 0.0
C -2.7284 -1.8588 -4.4907 0.0 0.0 0.0
C -2.1832 -1.3788 -3.2936 0.0 0.0 0.0
C -2.1006 0.0787 -3.1006 -0.2 0.0 0.0
N -1.9125 0.7778 -1.9912 0.2 -0.3 -0.1
C -2.0593 2.1005 -2.3238 0.1 0.0 0.0
C -2.3245 2.2284 -3.6482 0.0 0.0 0.0
N -2.3535 0.9409 -4.1315 0.1 0.0 0.0
H -1.7710 -4.3975 -1.7782 0.0 0.0 0.0
H -2.7331 -5.1831 -3.9202 0.0 0.0 0.0
H -3.3597 -3.5258 -5.6847 0.0 0.0 0.0
H -3.0488 -1.1592 -5.2566 0.0 0.0 0.0
H -1.9462 2.8759 -1.5845 0.0 0.0 0.0
H -2.4673 3.0873 -4.2793 0.0 0.0 0.0
H -2.4379 0.6752 -5.0935 0.0 0.0 0.0
N 3.2616 -1.2144 -0.9253 0.0 -0.1 -0.1
C 2.6015 -2.0313 -0.0619 0.0 0.1 -0.1
N 3.3488 -2.9628 0.6302 0.0 0.0 0.0
O 1.4034 -1.9270 0.1416 -0.1 0.2 0.0
H 4.2144 -1.3959 -1.1804 0.0 0.0 0.0
H 2.6735 -0.6327 -1.5294 0.0 0.0 0.1
H 4.1558 -3.3630 0.1852 0.0 0.0 0.0
H 2.7656 -3.5959 1.1576 0.0 0.0 0.0
C -3.1142 3.1750 1.4176 0.0 0.1 0.0
N -3.0791 2.1127 2.3972 0.0 0.0 0.0
C -3.0342 0.7931 1.9785 0.0 -0.1 0.1
N -2.8312 -0.1142 2.9806 0.0 0.0 0.1
O -3.2208 0.4774 0.8101 0.2 0.1 0.1
H -4.0309 3.7684 1.4936 0.0 0.0 0.0
H -3.0855 2.7190 0.4295 0.0 0.0 0.0
H -2.2533 3.8356 1.5348 0.0 0.0 0.0
H -2.6286 2.3167 3.2742 0.0 0.0 0.0
H -2.4463 0.2403 3.8428 0.0 0.0 0.0
H -2.4049 -1.0047 2.7035 -0.1 0.0 -0.1
Te -1.0214 -3.2621 2.5527 0.0 -0.3 0.2
C -2.2185 -3.9957 4.1425 0.1 0.2 -0.1
C -3.4469 -3.5658 4.5837 0.0 0.0 0.0
C -3.9389 -4.2749 5.7146 0.0 0.0 0.0
C -3.0888 -5.2521 6.1427 -0.1 0.0 0.0
S -1.6852 -5.2880 5.1480 0.0 -0.1 0.1
H -3.9786 -2.7577 4.0997 0.0 0.0 0.0
H -4.8900 -4.0638 6.1887 0.0 0.0 0.0
H -3.2227 -5.9314 6.9706 0.0 0.0 0.0

Entry 3:
37
Properties=species:S:1:pos:R:3:forces:R:3 method="wB97M-V/def2-TZVPD" homo_ev=-7.9 lumo_energy_ev=0.85 smiles=CCc1c[nH]c2ccccc12.Cc1ccccc1 multiplicity=1 charge=0 de_lowest_kcal_mol=16.3
C -0.4529 -3.3178 -1.7916 0.1 -0.4 0.4
C -1.7531 -3.0818 -1.0286 -0.7 0.8 0.6
C -2.1195 -1.6135 -0.9191 0.4 -0.5 0.1
C -1.8922 -0.6465 -1.8461 -0.6 0.0 -0.1
N -2.1463 0.5923 -1.2868 -0.7 0.4 -0.5
C -2.6215 0.4239 -0.0216 0.6 -0.1 1.0
C -2.9516 1.3688 0.9673 0.2 0.1 -0.9
C -3.0698 0.9500 2.2677 -0.8 -0.7 -0.4
C -3.0012 -0.4236 2.5811 0.4 -0.6 -0.8
C -2.7679 -1.3642 1.6017 0.1 0.2 -0.6
C -2.5527 -0.9421 0.2759 0.1 -0.2 0.2
H -0.6203 -3.5189 -2.8374 -0.1 0.0 -0.4
H 0.0839 -4.1785 -1.3864 0.0 0.0 -0.1
H 0.2021 -2.4532 -1.7077 0.0 0.0 0.0
H -2.6111 -3.6487 -1.3988 0.2 -0.1 -0.4
H -1.6856 -3.4038 0.0143 0.4 -0.2 -0.1
H -1.8286 -0.8050 -2.9103 0.7 0.3 -0.1
H -1.9887 1.4987 -1.6848 -0.1 -0.1 -0.3
H -3.1454 2.3816 0.6271 0.2 0.1 0.4
H -3.4368 1.6304 2.9971 0.1 0.5 0.6
H -3.0972 -0.8474 3.5546 -0.2 0.4 0.8
H -2.7113 -2.4225 1.8274 0.0 0.1 0.2
C 3.8454 2.6454 1.9600 0.2 0.5 0.0
C 3.6257 1.8418 0.7118 -0.1 -0.8 0.2
C 2.3617 1.3053 0.4487 0.7 0.4 -0.1
C 2.2078 0.4472 -0.6298 -0.8 0.2 0.0
C 3.2293 0.2073 -1.5313 0.2 -0.1 0.2
C 4.4927 0.7241 -1.2754 -0.7 0.1 0.2
C 4.6760 1.4540 -0.1105 0.6 0.7 -0.3
H 3.9756 1.9796 2.8143 0.0 0.1 0.1
H 3.0198 3.3270 2.1653 -0.2 -0.2 0.0
H 4.7187 3.2954 1.8997 0.2 -0.2 -0.1
H 1.5611 1.6496 1.0928 -0.3 -0.5 -0.1
H 1.2431 -0.0054 -0.8221 -0.1 0.1 0.0
H 3.0021 -0.3963 -2.3945 0.2 -0.1 -0.2
H 5.2975 0.6431 -1.9835 0.2 -0.3 -0.1
H 5.6759 1.8278 0.0817 0.0 0.1 0.2

Entry 4:
16
Properties=species:S:1:pos:R:3:forces:R:3 method="wB97M-V/def2-TZVPD" homo_ev=-8.1 lumo_energy_ev=0.12 multiplicity=1 charge=0 de_lowest_kcal_mol=79.0
C 1.6309 -0.2346 -0.1629 -2.4 -4.1 -0.8
C 0.0110 -1.3941 -0.5742 2.3 1.1 4.6
C -1.1821 -0.7962 0.2548 1.2 0.1 -2.0
C -1.4875 0.6158 -0.1981 2.9 1.8 0.3
C -0.2403 1.5382 0.3362 -3.3 -0.3 -0.1
O 4.1073 0.0830 0.2633 1.8 1.4 0.3
S 1.3317 1.3958 -0.3268 1.8 1.0 -1.3
S 3.0917 -0.9275 0.1184 -2.7 -0.9 -0.6
H -0.1163 -1.3877 -1.5996 -0.1 0.5 -2.1
H 0.2756 -2.4162 -0.2410 0.1 0.7 -0.1
H -2.0805 -1.3687 0.0605 -0.1 -0.6 0.2
H -0.9997 -0.6861 1.3172 0.2 -0.7 0.2
H -1.3842 0.8140 -1.2839 -1.3 -0.5 0.4
H -2.3882 0.8725 0.3732 0.0 0.7 -0.9
H -0.3848 2.6176 0.3181 -0.6 0.0 -0.2
H -0.1846 1.2742 1.3446 0.2 -0.2 1.9